one) The following is a quantum chemistry calculation of 2 unconnected molecules or ions with the total composition C5H10Si, from OMol25.

LUMO: 0.0306 Eh
Gap between HOMO and LUMO: 0.34133 Ha
Total charge: 0
2S+1: 1
HOMO level: -8.456 eV

Last column: natural (NBO) charge in e.
Element x y z (Å)
C  -2.08993  1.71611  -1.66156  -0.208
C  -1.44108  0.94582  -1.02040  -0.488
C  2.06823  0.99960  0.14880  -0.847
C  -0.56730  -0.13398  1.76678  -1.106
C  0.02242  -1.91087  -0.75707  -1.142
Si  -0.18216  -0.13662  -0.07619  1.468
H  -2.97940  2.28489  -2.08132  0.252
H  1.89854  1.92106  -0.44694  0.208
H  2.26469  1.16146  1.14934  0.191
H  2.64619  0.29830  -0.36515  0.191
H  -0.23592  -1.13916  2.05767  0.240
H  -0.14099  0.76275  2.21163  0.250
H  -1.59592  0.00102  1.76349  0.230
H  -0.27926  -2.79036  -0.10058  0.253
H  -0.57939  -1.97965  -1.69768  0.253
H  1.19127  -2.00036  -0.89083  0.256

two) The following is a quantum chemistry calculation of a molecular structure, C5H10Si, from OMol25.

LUMO: 0.0366 Eh
Gap between HOMO and LUMO: 0.36771 Ha
Total charge: 0
2S+1: 1
HOMO level: -9.010 eV

Last column: natural (NBO) charge in e.
Element x y z (Å)
C  1.08586  0.20276  -0.27421  -0.392
C  2.21719  0.80299  -0.71031  -0.418
C  -0.49583  -0.09792  -1.35078  -0.360
C  -1.52131  -0.09053  -0.26354  -0.447
C  -1.09864  -0.95304  0.89391  -0.807
Si  0.52025  -0.13337  1.49328  1.047
H  2.96104  1.05594  0.00450  0.183
H  2.46357  1.40614  -1.61673  0.202
H  -0.49290  0.75531  -2.11879  0.214
H  -0.37315  -1.06463  -1.82076  0.195
H  -1.54020  1.00467  -0.04916  0.203
H  -2.49339  -0.26010  -0.67164  0.218
H  -1.84974  -0.89771  1.65268  0.228
H  -0.97264  -1.98503  0.64607  0.226
H  1.74582  -0.78757  2.05245  -0.136
H  -0.15594  1.04208  2.13302  -0.157

On energetic grounds, two) is preferred over the next structure by 13.2 kcal/mol.

one) The following is a quantum chemistry calculation of 4 unconnected molecules or ions with the total composition C2H10O3, from OMol25.

LUMO: 0.0181 Eh
Gap between HOMO and LUMO: 0.38242 Ha
SMILES: C=C.O.O.O
Total charge: 0
2S+1: 1
HOMO level: -9.915 eV

Last column: natural (NBO) charge in e.
Element x y z (Å)
C  -2.46472  -1.51518  0.24142  -0.377
C  -1.89625  -0.57523  -0.52883  -0.422
H  -2.24099  -1.53006  1.34948  0.199
H  -3.13620  -2.25705  -0.13834  0.200
H  -0.87056  -0.20740  -0.31024  0.201
H  -2.34552  -0.24877  -1.53182  0.200
O  2.58935  -1.47704  0.71303  -0.941
H  2.25117  -0.56209  0.76109  0.473
H  3.27772  -1.47655  1.41897  0.468
O  2.47886  2.36330  -2.77959  -0.932
H  1.58782  2.72888  -2.91873  0.464
H  2.24608  1.39963  -2.61491  0.468
O  -0.12096  1.00962  1.98368  -0.942
H  -0.44098  1.48457  2.83322  0.474
H  -0.91484  0.86336  1.52156  0.468

two) The following is a quantum chemistry calculation of 3 unconnected molecules or ions with the total composition C2H10O3, from OMol25.

LUMO: 0.0222 Eh
Gap between HOMO and LUMO: 0.43013 Ha
SMILES: CCO.O.O
Total charge: 0
2S+1: 1
HOMO level: -11.100 eV

Last column: natural (NBO) charge in e.
Element x y z (Å)
C  -0.10062  1.29939  0.30797  -0.649
C  0.12747  -0.25013  0.53268  -0.074
O  -0.64961  -0.62983  1.66305  -0.728
H  0.59066  1.67290  1.14572  0.197
H  -0.05858  1.69438  -0.72523  0.239
H  -1.09323  1.55779  0.69280  0.210
H  1.15663  -0.51181  0.70496  0.167
H  -0.29742  -0.62041  -0.37338  0.176
H  -0.55060  0.10085  2.28462  0.466
O  -3.00398  -0.77316  -0.06268  -0.939
H  -2.51892  -0.39604  0.68746  0.475
H  -2.42490  -1.53155  -0.20648  0.459
O  2.85112  -0.35352  -2.50747  -0.950
H  3.69972  -0.27923  -2.07167  0.476
H  2.27225  -0.97962  -2.07233  0.474

three) The following is a quantum chemistry calculation of 3 unconnected molecules or ions with the total composition C2H10O3, from OMol25.

LUMO: 0.0157 Eh
Gap between HOMO and LUMO: 0.37839 Ha
SMILES: CCO.O.O
Total charge: 0
2S+1: 1
HOMO level: -9.870 eV

Last column: natural (NBO) charge in e.
Element x y z (Å)
C  -0.03093  -0.62519  -0.65580  -0.644
C  -0.73655  0.17355  -1.81720  -0.059
O  -2.11776  -0.04504  -1.66750  -0.730
H  -0.46320  -0.54606  0.34169  0.191
H  1.04982  -0.49769  -0.59402  0.248
H  -0.20475  -1.65397  -0.97122  0.193
H  -0.37584  -0.23773  -2.75998  0.161
H  -0.59976  1.25440  -1.78335  0.167
H  -2.43856  -0.44345  -2.47988  0.468
O  1.03239  0.02811  2.85378  -0.947
H  0.96787  -0.87626  3.16070  0.486
H  0.93372  0.55769  3.64501  0.483
O  1.20456  1.11798  0.61477  -0.965
H  1.51834  0.83297  1.47299  0.486
H  0.26071  0.96069  0.63995  0.462

On energetic grounds, two) is preferred over the next structure by 5.6 kcal/mol.

one) The following is a quantum chemistry calculation of C6H4N2 in the gas phase, from OMol25.

LUMO: -0.0381 Eh
Gap between HOMO and LUMO: 0.32591 Ha
SMILES: [H]/N=C1\C=CC(C#C)=N1
Total charge: 0
2S+1: 1
HOMO level: -9.905 eV

Last column: natural (NBO) charge in e.
Element x y z (Å)
H  -3.49699  -0.82604  0.06296  0.355
N  -2.50206  -1.30278  0.05418  -0.515
C  -1.51568  -0.55110  -0.09945  0.339
C  -1.28095  0.93064  -0.02642  -0.253
C  0.07637  1.18711  -0.02936  -0.226
C  0.69590  -0.20764  -0.08040  0.179
C  2.10852  -0.42660  -0.03716  -0.079
C  3.28522  -0.64696  -0.02902  -0.145
N  -0.19465  -1.12806  -0.10147  -0.389
H  -2.05359  1.78480  -0.08917  0.233
H  0.53908  2.17788  0.13658  0.240
H  4.33884  -0.99125  0.23874  0.260

two) The following is a quantum chemistry calculation of C6H4N2 in the gas phase, from OMol25.

LUMO: -0.0646 Eh
Gap between HOMO and LUMO: 0.27802 Ha
SMILES: [H]/N=C1\N=CC=C1C#C
Total charge: 0
2S+1: 1
HOMO level: -9.324 eV

Last column: natural (NBO) charge in e.
Element x y z (Å)
H  -0.20116  -1.87365  2.42642  0.352
N  -0.69704  -1.48522  1.52939  -0.463
C  0.01756  -0.41241  1.08198  0.320
N  1.24161  -0.10872  1.49466  -0.464
C  1.82978  0.40813  0.38207  0.073
C  0.96536  0.61037  -0.69881  -0.257
C  -0.27126  0.16297  -0.20910  -0.057
C  -1.34044  0.14347  -1.22964  -0.072
C  -2.34465  0.16571  -1.82968  -0.174
H  2.83199  0.91250  0.68822  0.220
H  1.48816  1.06904  -1.54987  0.250
H  -3.51993  0.40781  -2.08566  0.273

On energetic grounds, one) is preferred over the next structure by 39.4 kcal/mol.

one) The following is a quantum chemistry calculation of 2 unconnected molecules or ions with the total composition C18H25N3O4, from OMol25.

LUMO: 0.0014 Eh
Gap between HOMO and LUMO: 0.29929 Ha
SMILES: CNC(=O)[C@@H](NC(C)=O)C(C)C.NC(=O)C1=Cc2ccccc2OC1
Total charge: 0
2S+1: 1
HOMO level: -8.105 eV

Last column: natural (NBO) charge in e.
Element x y z (Å)
C  1.84087  2.55611  5.79111  -0.417
N  1.58181  2.34925  4.36679  -0.600
C  1.33316  1.15661  3.81152  0.667
O  1.29185  0.12337  4.46747  -0.636
C  1.05794  1.14024  2.30273  -0.119
N  1.82090  0.05984  1.64865  -0.612
C  2.46611  0.07774  0.48237  0.678
C  2.72098  1.39204  -0.23032  -0.719
O  2.86283  -0.96393  -0.01509  -0.638
C  -0.45234  0.96383  2.01450  -0.210
C  -1.36523  1.81001  2.91107  -0.613
C  -0.77846  1.33756  0.56173  -0.616
H  1.67537  3.60147  6.05522  0.208
H  2.87261  2.28522  6.02401  0.206
H  1.17271  1.92898  6.38639  0.225
H  1.59072  3.15772  3.76656  0.393
H  1.36616  2.10608  1.90650  0.201
H  1.80644  -0.83824  2.11295  0.425
H  3.25903  2.06449  0.43466  0.220
H  1.78187  1.83995  -0.54201  0.227
H  3.33122  1.19770  -1.11171  0.250
H  -0.72010  -0.08247  2.16787  0.204
H  -1.10695  2.86599  2.82652  0.199
H  -1.27660  1.49162  3.95062  0.220
H  -2.40571  1.67382  2.61371  0.219
H  -0.49840  2.37265  0.36376  0.203
H  -1.84806  1.22458  0.37993  0.224
H  -0.25117  0.67751  -0.12602  0.211
N  -2.86127  -1.57640  0.38474  -0.828
C  -3.34993  -1.70974  -0.88375  0.641
O  -4.56376  -1.67976  -0.96343  -0.620
C  -2.49705  -1.81145  -2.06559  -0.148
C  -1.12385  -1.89648  -1.97303  -0.110
C  -0.31743  -1.92037  -3.18142  -0.201
C  1.07930  -2.03848  -3.10908  -0.156
C  1.84770  -2.00669  -4.27692  -0.248
C  1.22710  -1.84890  -5.51861  -0.177
C  -0.16468  -1.73630  -5.58723  -0.291
C  -0.94614  -1.78014  -4.42897  0.412
O  -2.30568  -1.65488  -4.57212  -0.499
C  -3.16462  -1.82524  -3.42458  -0.080
H  -3.54480  -1.33677  1.09665  0.413
H  -1.88221  -1.35666  0.51827  0.381
H  -0.62170  -1.92734  -1.01075  0.209
H  1.57909  -2.14325  -2.14883  0.236
H  2.92843  -2.09669  -4.21559  0.218
H  1.82172  -1.81720  -6.42715  0.217
H  -0.65634  -1.61487  -6.54659  0.224
H  -3.90745  -1.02127  -3.45512  0.211
H  -3.70602  -2.77087  -3.53237  0.196

two) The following is a quantum chemistry calculation of C18H25N3O4 in the gas phase, from OMol25.

LUMO: 0.0227 Eh
Gap between HOMO and LUMO: 0.31930 Ha
SMILES: CCCC1(CCC)NC(=O)N(CC(=O)Nc2cccc(OC)c2)C1=O
Total charge: 0
2S+1: 1
HOMO level: -8.071 eV

Last column: natural (NBO) charge in e.
Element x y z (Å)
C  3.43228  3.33543  2.15491  -0.602
C  2.13426  2.81683  1.54515  -0.423
C  2.32573  1.55352  0.69573  -0.380
C  1.99525  0.22586  1.41186  0.040
C  2.86566  -0.02694  2.64791  -0.403
C  2.58729  -1.38070  3.30138  -0.402
C  3.49302  -1.60297  4.50626  -0.598
N  2.08145  -0.86467  0.46233  -0.616
C  0.89333  -1.42985  0.18750  0.807
O  0.65848  -2.32928  -0.58893  -0.649
N  -0.05605  -0.78445  0.98206  -0.475
C  -1.45421  -1.15067  1.04282  -0.316
C  -2.25848  -0.66789  -0.18252  0.671
O  -3.15608  0.13663  -0.06839  -0.598
N  -1.85032  -1.25998  -1.32553  -0.619
C  -2.32100  -1.06976  -2.63053  0.178
C  -1.66489  -1.75081  -3.65117  -0.276
C  -2.09490  -1.60064  -4.95734  -0.177
C  -3.16577  -0.78325  -5.25552  -0.307
C  -3.82568  -0.09874  -4.23348  0.406
O  -4.86910  0.68374  -4.61871  -0.511
C  -5.57673  1.39410  -3.62932  -0.255
C  -3.40192  -0.24320  -2.91818  -0.379
C  0.51210  0.17724  1.77709  0.709
O  -0.06165  0.83247  2.60601  -0.573
H  3.88682  2.60412  2.81700  0.198
H  4.14816  3.58103  1.37278  0.199
H  3.23624  4.23719  2.72958  0.214
H  1.40288  2.62231  2.32951  0.232
H  1.72064  3.60113  0.90903  0.210
H  3.35934  1.49861  0.34442  0.204
H  1.68131  1.60608  -0.18564  0.217
H  2.65698  0.76156  3.37048  0.228
H  3.91739  0.03145  2.35792  0.206
H  1.54392  -1.41787  3.62189  0.203
H  2.74432  -2.18326  2.57704  0.202
H  3.33261  -0.82738  5.25131  0.205
H  4.53915  -1.58253  4.20828  0.201
H  3.28603  -2.56661  4.96428  0.214
H  2.92725  -1.12114  -0.01674  0.422
H  -1.87081  -0.67386  1.93337  0.262
H  -1.53519  -2.23931  1.12083  0.228
H  -1.06053  -1.90141  -1.25643  0.437
H  -0.82622  -2.38896  -3.41566  0.214
H  -1.58797  -2.12832  -5.75115  0.214
H  -3.51204  -0.65714  -6.26853  0.221
H  -6.35359  1.94191  -4.16057  0.198
H  -4.92949  2.10105  -3.10154  0.180
H  -6.03981  0.71841  -2.90385  0.180
H  -3.88947  0.27089  -2.10902  0.261

On energetic grounds, two) is preferred over the next structure by 28.4 kcal/mol.